(1)
C28H34O | wB97M-V/def2-TZVPD

Element x y z (Å)
C 0.909 4.217 -2.265
C 0.671 2.761 -1.821
C -0.494 2.275 -2.665
C 1.994 2.023 -2.065
C 0.327 2.658 -0.330
C -0.281 1.529 0.272
O -0.676 0.401 -0.440
C -0.641 1.658 1.654
C -1.442 0.593 2.426
C -1.998 1.116 3.753
C -0.483 -0.531 2.809
C -2.626 0.121 1.585
C -0.260 2.784 2.373
C 0.346 3.872 1.798
C 0.669 3.746 0.472
H 1.802 4.649 -1.792
H 1.074 4.273 -3.361
H 0.032 4.837 -2.022
H -0.815 1.294 -2.320
H -1.351 2.945 -2.542
H -0.222 2.241 -3.726
H 2.055 1.086 -1.492
H 2.159 1.792 -3.130
H 2.830 2.647 -1.707
H -2.599 2.019 3.592
H -2.636 0.350 4.221
H -1.190 1.335 4.461
H 0.004 -0.892 1.908
H 0.318 -0.173 3.471
H -1.002 -1.367 3.291
H -2.293 -0.239 0.610
H -3.179 -0.672 2.102
H -3.292 0.979 1.424
H -0.473 2.885 3.445
H 0.528 4.821 2.355
H 1.179 4.613 0.023
C 2.456 -4.267 3.150
C 1.870 -3.426 2.042
C 2.688 -2.487 1.376
C 2.152 -1.675 0.370
C 0.790 -1.714 0.040
C 0.279 -0.784 -1.023
C -0.546 -1.417 -2.130
C -0.705 -0.795 -3.375
C -1.421 -1.358 -4.428
C -1.905 -2.681 -4.311
C -1.644 -3.382 -3.127
C -0.935 -2.778 -2.093
C 0.001 -2.688 0.688
C 0.546 -3.553 1.644
H 1.798 -5.114 3.383
H 3.452 -4.648 2.887
H 2.561 -3.648 4.051
H 3.751 -2.428 1.648
H 2.791 -0.927 -0.102
H 1.134 -0.263 -1.475
H -0.284 0.192 -3.520
H -1.570 -0.799 -5.350
H -2.371 -3.161 -5.150
H -1.955 -4.452 -3.024
H -0.727 -3.402 -1.220
H -1.078 -2.658 0.563
H -0.076 -4.334 2.124

As for the SMILES: Cc1ccc([C@H](Oc2c(C(C)(C)C)cccc2C(C)(C)C)c2ccccc2)cc1. For the molar mass, the calculation gives 386.579 u. The energy above the lowest of the compared OMol25 structures with the same formula, charge and spin comes out at 52.8 kJ/mol. As for the lowest unoccupied orbital energy: 0.523 eV.

***

(2)
C28H35B2O20 | wB97M-V/def2-TZVPD

Element x y z (Å)
C -5.184 7.523 0.000
C -4.614 7.759 1.550
O -5.453 6.950 2.454
C -4.622 6.350 3.550
C -4.325 4.770 3.100
O -5.300 4.463 2.043
C -4.724 3.641 0.967
C -3.611 4.426 0.030
O -2.375 3.593 0.081
C -1.318 4.214 -0.761
C -0.249 5.124 0.092
C -0.760 6.694 -0.087
O -0.162 4.962 1.563
B 1.222 5.354 2.010
O 1.087 6.567 2.853
O 1.991 5.657 0.765
C 1.346 4.788 -0.241
B 1.887 3.240 -0.015
O 1.066 2.183 0.675
O 3.221 2.751 -0.514
H -4.245 7.326 -0.707
H -5.847 6.557 -0.018
H -5.834 8.441 -0.384
H -3.492 7.381 1.569
H -4.709 8.922 1.755
H -3.633 6.960 3.738
H -5.335 6.297 4.485
H -4.425 4.087 4.066
H -3.203 4.728 2.773
H -5.627 3.382 0.231
H -4.305 2.595 1.320
H -3.301 5.463 0.534
H -3.980 4.654 -1.059
H -0.814 3.306 -1.348
H -1.876 4.841 -1.608
H -0.010 7.212 -0.843
H -1.850 6.762 -0.567
H -0.842 7.273 0.942
H 1.804 4.610 2.717
H 1.900 6.626 3.457
H 1.490 5.026 -1.386
H 1.133 2.334 1.681
H 3.050 1.772 -0.735
C 0.339 -3.238 0.768
C 1.522 -3.856 0.767
C 2.793 -3.091 0.637
O 3.866 -3.685 0.658
C 2.707 -1.631 0.482
C 1.524 -1.014 0.480
C 0.254 -1.775 0.637
O -0.817 -1.178 0.649
O 1.435 0.358 0.331
O 1.609 -5.231 0.887
H -0.593 -3.781 0.863
H 3.638 -1.090 0.371
H 0.475 0.562 0.364
H 2.569 -5.434 0.860
C 7.344 -5.546 -1.890
C 6.500 -5.537 -0.856
C 5.341 -6.470 -0.796
O 4.594 -6.451 0.176
C 5.136 -7.388 -1.926
C 5.978 -7.395 -2.961
C 7.153 -6.481 -3.009
O 7.919 -6.523 -3.965
O 5.790 -8.254 -4.029
O 6.673 -4.659 0.198
H 8.192 -4.874 -1.946
H 4.280 -8.049 -1.878
H 6.530 -8.068 -4.647
H 5.936 -4.849 0.819
C -1.212 -6.771 -2.847
C -2.389 -7.400 -2.879
C -2.971 -8.015 -1.654
O -4.063 -8.569 -1.711
C -2.195 -7.934 -0.407
C -1.017 -7.308 -0.375
C -0.448 -6.670 -1.594
O 0.629 -6.086 -1.530
O -0.282 -7.230 0.793
O -3.111 -7.502 -4.054
H -0.778 -6.318 -3.729
H -2.622 -8.400 0.472
H 0.529 -6.729 0.558
H -3.925 -7.999 -3.817

For the molar mass, the calculation gives 713.192 u. Its charge is -1. The energy above the lowest of the compared OMol25 structures with the same formula, charge and spin comes out at 681.2 kJ/mol. As for the lowest unoccupied orbital energy: -0.540 eV.

***

(3)
C28H35BF25O14Sn | wB97M-V/def2-TZVPD

Element x y z (Å)
Sn -2.697 -1.411 0.112
B -0.139 0.097 -0.447
F -1.098 0.883 0.201
F -0.786 -0.408 -1.625
F 0.975 0.836 -0.708
F 0.097 -1.079 0.307
C 3.168 0.136 -2.549
C 1.939 -0.070 -3.459
O 2.051 -1.383 -4.014
C 2.627 -1.573 -5.189
O 3.034 -0.726 -5.925
C 2.754 -3.093 -5.506
F 3.878 -3.622 -5.046
F 1.707 -3.765 -4.979
F 2.685 -3.286 -6.819
H 4.015 0.528 -3.118
H 3.464 -0.779 -2.040
H 3.055 0.910 -1.790
H 1.864 0.663 -4.258
H 1.085 -0.123 -2.786
C 2.461 -3.020 2.555
C 1.133 -2.482 3.077
O 0.552 -3.395 4.010
C -0.726 -3.727 3.850
O -1.438 -3.343 2.963
C -1.184 -4.684 4.961
F -2.456 -4.493 5.253
F -0.981 -5.928 4.494
F -0.482 -4.547 6.084
H 2.635 -2.724 1.518
H 2.536 -4.107 2.540
H 3.284 -2.566 3.106
H 0.538 -2.266 2.194
H 1.291 -1.511 3.545
C 2.368 1.380 3.529
C 0.938 1.239 3.043
O 0.105 0.895 4.167
C -1.070 0.348 3.975
O -1.487 -0.035 2.909
C -1.808 -0.025 5.271
F -2.259 -1.280 5.220
F -1.063 0.099 6.363
F -2.860 0.796 5.387
H 2.443 2.059 4.374
H 2.981 1.677 2.679
H 2.736 0.394 3.824
H 0.835 0.647 2.136
H 0.566 2.231 2.768
C -2.405 -0.694 -5.038
C -3.508 0.207 -4.497
O -2.960 1.501 -4.215
C -2.787 1.896 -2.963
O -3.076 1.224 -2.010
C -1.933 3.176 -2.842
F -2.682 4.221 -2.460
F -0.966 3.037 -1.938
F -1.395 3.523 -4.009
H -2.248 -0.364 -6.063
H -2.671 -1.750 -5.113
H -1.510 -0.687 -4.416
H -4.121 -0.120 -3.654
H -4.295 0.334 -5.242
C 2.314 3.576 -2.214
C 3.013 4.786 -1.620
O 2.192 5.255 -0.538
C 2.294 4.812 0.681
O 3.061 3.971 1.067
C 1.234 5.412 1.637
F 0.981 4.521 2.607
F 1.729 6.512 2.197
F 0.101 5.684 0.996
H 1.796 2.946 -1.491
H 2.965 2.949 -2.819
H 1.488 3.882 -2.861
H 3.105 5.576 -2.360
H 4.024 4.553 -1.290
C -1.841 3.324 1.473
C -3.177 3.434 0.748
O -4.212 3.158 1.684
C -4.646 1.963 1.952
O -4.097 0.927 1.657
C -5.860 1.964 2.920
F -6.990 1.569 2.336
F -5.535 1.161 3.923
F -6.091 3.197 3.372
H -0.937 3.161 0.887
H -1.760 2.507 2.195
H -1.672 4.218 2.073
H -3.342 2.740 -0.079
H -3.189 4.429 0.306
C 2.926 -3.664 -2.051
C 1.541 -3.407 -1.449
O 1.191 -4.642 -0.763
C 0.097 -4.639 -0.046
O -0.636 -3.684 0.076
C -0.176 -6.047 0.562
F 0.718 -6.934 0.159
F -0.205 -5.941 1.884
F -1.387 -6.431 0.149
H 2.879 -4.074 -3.058
H 3.655 -4.181 -1.433
H 3.339 -2.659 -2.192
H 0.796 -3.188 -2.212
H 1.604 -2.565 -0.765

For the molar mass, the calculation gives 1200.047 u. Its charge is +1. The energy above the lowest of the compared OMol25 structures with the same formula, charge and spin comes out at 0.0 kJ/mol. As for the lowest unoccupied orbital energy: -6.279 eV.

***

(4)
C28H35CoN5P2S | wB97M-V/def2-TZVPD

Element x y z (Å)
Co -0.116 0.592 -1.391
C -1.889 1.650 -6.785
C -2.027 0.324 -6.681
C -1.137 -0.725 -7.297
C 0.381 -0.439 -7.390
C 1.068 0.380 -6.327
C 0.894 1.689 -6.103
C 0.472 2.611 -7.197
C -0.956 2.321 -7.743
C 1.308 1.296 -0.196
H -2.530 2.336 -6.227
H -2.974 -0.099 -6.325
H -1.493 -0.923 -8.323
H -1.307 -1.683 -6.776
H 0.877 -1.426 -7.426
H 0.580 0.028 -8.365
H 1.971 -0.116 -5.921
H 1.180 2.165 -5.163
H 1.178 2.483 -8.040
H 0.533 3.665 -6.888
H -1.406 3.273 -8.061
H -0.853 1.712 -8.650
H 0.726 2.030 0.381
H 2.221 1.764 -0.595
H 1.537 0.442 0.465
P 1.497 -0.271 -2.447
P -1.320 -1.161 -2.139
N 2.640 0.898 -3.128
N 2.648 -1.408 -1.721
N -2.096 0.326 -2.824
N -2.774 -1.987 -1.693
C 0.787 -1.194 -3.836
C -0.551 -1.905 -3.591
C 2.531 2.288 -2.965
C 3.675 2.896 -3.479
C 4.485 1.850 -4.032
C 3.822 0.641 -3.830
C 3.463 -1.145 -0.610
C 4.163 -2.299 -0.272
C 3.753 -3.319 -1.195
C 2.803 -2.755 -2.049
C -1.580 1.588 -2.460
C -2.307 2.553 -3.159
C -3.256 1.887 -3.946
C -3.062 0.516 -3.779
C -3.996 -2.132 -2.364
C -4.896 -2.787 -1.542
C -4.209 -3.075 -0.313
C -2.930 -2.573 -0.427
H 1.536 -1.886 -4.230
H 0.608 -0.433 -4.609
H -1.251 -1.775 -4.431
H -0.407 -2.983 -3.407
H 1.672 2.715 -2.474
H 3.899 3.948 -3.450
H 5.442 1.970 -4.516
H 4.091 -0.364 -4.113
H 3.470 -0.173 -0.151
H 4.876 -2.388 0.536
H 4.112 -4.327 -1.242
H 2.231 -3.192 -2.848
H -1.078 1.823 -1.477
H -2.151 3.625 -3.060
H -4.001 2.339 -4.594
H -3.556 -0.301 -4.289
H -4.127 -1.790 -3.378
H -5.926 -3.013 -1.787
H -4.603 -3.590 0.552
H -2.095 -2.571 0.261
S -1.782 -0.478 2.773
C -1.405 -0.125 1.274
N -1.085 0.186 0.155

Its expectation value of S² is 3.79. Its spin multiplicity is 4. For the molar mass, the calculation gives 594.571 u. The energy above the lowest of the compared OMol25 structures with the same formula, charge and spin comes out at 305.5 kJ/mol. As for the lowest unoccupied orbital energy (spin up / spin down): 0.363 / -0.611 eV.

***

(5)
C28H35F21O14 | wB97M-V/def2-TZVPD

Element x y z (Å)
C 4.980 1.062 -33.899
C 3.898 2.041 -34.301
O 4.525 3.192 -34.886
C 3.787 4.088 -35.493
O 2.596 4.169 -35.561
C 4.671 5.171 -36.164
F 5.967 5.058 -35.873
F 4.521 5.092 -37.493
F 4.257 6.376 -35.763
H 4.626 0.380 -33.133
H 5.879 1.584 -33.564
H 5.316 0.519 -34.784
H 3.211 2.295 -33.495
H 3.255 1.589 -35.061
C 5.118 8.423 -28.639
C 3.661 8.769 -28.382
O 3.188 9.563 -29.477
C 1.878 9.604 -29.663
O 1.048 9.112 -28.962
C 1.510 10.382 -30.938
F 1.381 9.523 -31.962
F 0.365 11.019 -30.776
F 2.459 11.264 -31.269
H 5.730 9.327 -28.624
H 5.243 7.954 -29.611
H 5.443 7.780 -27.823
H 3.539 9.285 -27.432
H 3.088 7.841 -28.343
C -0.438 4.397 -32.711
C 0.591 3.315 -32.845
O 0.352 2.421 -31.734
C 0.704 1.165 -31.870
O 1.110 0.641 -32.868
C 0.358 0.354 -30.607
F -0.605 -0.517 -30.880
F 1.444 -0.318 -30.208
F -0.043 1.125 -29.596
H -1.432 3.980 -32.562
H -0.441 5.061 -33.575
H -0.215 5.015 -31.839
H 1.600 3.724 -32.802
H 0.518 2.747 -33.771
C 5.385 6.122 -41.966
C 5.382 7.618 -41.731
O 4.901 7.853 -40.401
C 4.913 9.104 -39.989
O 5.326 10.047 -40.599
C 4.178 9.238 -38.642
F 4.753 10.139 -37.851
F 2.916 9.620 -38.916
F 4.099 8.068 -37.987
H 6.084 5.610 -41.306
H 5.653 5.917 -43.001
H 4.382 5.727 -41.794
H 4.706 8.109 -42.433
H 6.384 8.028 -41.859
C 0.295 10.421 -40.534
C 0.823 9.271 -41.349
O 0.783 8.101 -40.505
C 1.304 7.004 -40.999
O 1.806 6.867 -42.077
C 1.302 5.862 -39.956
F 2.527 5.756 -39.427
F 0.427 6.077 -38.963
F 0.993 4.698 -40.538
H 0.093 11.277 -41.190
H 1.082 10.817 -39.899
H -0.638 10.194 -40.029
H 1.872 9.443 -41.597
H 0.263 9.141 -42.274
C 0.745 7.112 -35.400
C 0.770 8.303 -36.321
O 0.496 9.469 -35.499
C 0.471 10.620 -36.127
O 0.631 10.795 -37.302
C 0.065 11.761 -35.179
F 0.764 12.861 -35.427
F -1.231 12.026 -35.353
F 0.253 11.415 -33.893
H -0.235 7.020 -34.936
H 1.530 7.187 -34.646
H 0.969 6.209 -35.971
H -0.027 8.217 -37.060
H 1.725 8.457 -36.813
C -1.724 19.200 -39.088
C -2.092 17.776 -39.419
O -1.404 16.835 -38.593
C -1.953 16.568 -37.423
O -2.980 17.003 -36.994
C -1.039 15.657 -36.573
F -1.764 14.764 -35.904
F -0.114 15.027 -37.280
F -0.419 16.452 -35.675
H -2.102 19.454 -38.095
H -2.184 19.854 -39.828
H -0.653 19.396 -39.047
H -1.863 17.532 -40.454
H -3.170 17.654 -39.304

As for the SMILES: CCOC(=O)C(F)(F)F.CCOC(=O)C(F)(F)F.CCOC(=O)C(F)(F)F.CCOC(=O)C(F)(F)F.CCOC(=O)C(F)(F)F.CCOC(=O)C(F)(F)F.CCOC(=O)C(F)(F)F. For the molar mass, the calculation gives 994.532 u. The energy above the lowest of the compared OMol25 structures with the same formula, charge and spin comes out at 24.6 kJ/mol. As for the lowest unoccupied orbital energy: 0.222 eV.

***

(6)
C28H35F3IrN4O3P2S | wB97M-V/def2-TZVPD

Element x y z (Å)
Ir -0.362 2.435 -2.029
C -1.627 2.740 -3.470
C -1.350 1.297 -3.271
C -0.407 0.598 -4.235
C 1.042 1.157 -4.190
C 1.298 2.044 -2.986
C 0.955 3.489 -3.007
C 0.385 4.085 -4.283
C -0.998 3.485 -4.640
C 1.463 0.328 2.007
H -2.643 3.057 -3.203
H -2.206 0.690 -2.938
H -0.798 0.628 -5.262
H -0.373 -0.462 -3.940
H 1.734 0.306 -4.076
H 1.311 1.657 -5.132
H 2.228 1.817 -2.453
H 1.638 4.138 -2.441
H 1.096 3.979 -5.112
H 0.266 5.167 -4.126
H -1.668 4.324 -4.879
H -0.950 2.851 -5.531
H 0.811 1.052 1.497
H 2.340 0.843 2.436
H 0.874 -0.132 2.815
P 1.975 -0.909 0.867
P -1.470 -1.105 1.324
N 3.277 -0.211 -0.038
N 2.731 -2.109 1.746
N -2.651 -0.154 0.431
N -2.677 -2.224 1.936
C 0.859 -1.586 -0.389
C -0.608 -2.012 -0.066
C 3.508 1.155 -0.181
C 4.733 1.340 -0.797
C 5.256 0.046 -1.101
C 4.340 -0.888 -0.652
C 3.422 -1.891 2.954
C 4.194 -3.009 3.209
C 4.025 -3.921 2.116
C 3.148 -3.340 1.218
C -2.776 1.241 0.504
C -3.817 1.647 -0.321
C -4.341 0.478 -0.949
C -3.602 -0.607 -0.489
C -4.077 -2.192 2.029
C -4.508 -3.240 2.839
C -3.339 -3.934 3.283
C -2.238 -3.297 2.733
H 1.375 -2.467 -0.808
H 0.850 -0.828 -1.198
H -1.226 -1.859 -0.964
H -0.660 -3.087 0.169
H 2.784 1.869 0.180
H 5.207 2.291 -0.997
H 6.202 -0.169 -1.579
H 4.341 -1.963 -0.719
H 3.272 -0.980 3.518
H 4.832 -3.147 4.067
H 4.504 -4.879 1.988
H 2.744 -3.672 0.272
H -2.111 1.814 1.126
H -4.149 2.668 -0.449
H -5.158 0.426 -1.657
H -3.703 -1.663 -0.708
H -4.664 -1.464 1.499
H -5.537 -3.472 3.085
H -3.305 -4.796 3.934
H -1.183 -3.483 2.845
F -2.169 0.276 6.227
C -1.652 1.239 5.431
F -2.272 2.409 5.697
F -0.333 1.367 5.706
S -1.854 0.775 3.644
O -1.181 -0.567 3.602
O -3.282 0.706 3.392
O -1.098 1.806 2.942

Its expectation value of S² is 8.77. Its spin multiplicity is 6. For the molar mass, the calculation gives 818.839 u. Its charge is +2. The energy above the lowest of the compared OMol25 structures with the same formula, charge and spin comes out at 71.3 kJ/mol. As for the lowest unoccupied orbital energy (spin up / spin down): -6.580 / -9.741 eV.